No. 1
A 3-piece molecular cluster, C3H11NO2 overall, computed with ωB97M-V/def2-TZVPD.

Structure (ORCA input):
```
! RIJCOSX wB97M-V def2-TZVPD def2/J DEFGRID3
* xyz 0 1
C -0.54973 -1.47189 -2.00652
C -0.37596 -0.19897 -1.61064
N 0.77595 0.57406 -1.62881
C 0.68474 1.90243 -1.08076
H 0.28443 -2.15508 -2.12087
H -1.54797 -1.83588 -2.18864
H -1.27757 0.40761 -1.57920
H 1.58993 0.01071 -1.46379
H 1.61529 2.27917 -0.67114
H 0.32882 2.67622 -1.77443
H -0.03860 1.88907 -0.25402
O 0.02483 1.13275 2.77249
H -0.85516 1.51998 2.77872
H -0.02300 0.19112 2.57126
O -0.35087 -1.93022 2.75376
H -0.28668 -2.54194 2.01264
H 0.00156 -2.44915 3.48996
*
```

***

No. 2
A 2-piece molecular cluster, C3H11NO2 overall, computed with ωB97M-V/def2-TZVPD.

Structure (ORCA input):
```
! RIJCOSX wB97M-V def2-TZVPD def2/J DEFGRID3
* xyz 0 1
N -0.13084 2.15948 1.53281
C -0.00031 1.65477 0.16277
C 0.82033 0.37465 0.06075
C 0.67134 -0.45345 -1.18881
O -0.68729 -0.55152 -1.69888
H 0.58244 2.83694 1.74794
H -0.21269 1.42717 2.22118
H -1.00287 1.51770 -0.24933
H 0.43231 2.46060 -0.41498
H 0.65092 -0.27639 0.90569
H 1.87331 0.64555 0.17682
H 0.90429 -1.49861 -1.03760
H 1.27447 -0.20763 -2.07115
H -1.28757 0.11976 -1.35463
O -0.55750 -2.76741 0.90768
H -0.71011 -2.88572 -0.03491
H -1.40974 -2.57182 1.30405
*
```

***

No. 3
A 3-piece molecular cluster, C3H11NO2 overall, computed with ωB97M-V/def2-TZVPD.

Structure (ORCA input):
```
! RIJCOSX wB97M-V def2-TZVPD def2/J DEFGRID3
* xyz 0 1
C -0.37367 -1.16319 2.94704
C 0.32474 -0.31128 1.90807
C 0.56645 -0.67526 0.64620
N 1.30941 0.07076 -0.26309
H -0.16939 -2.20758 2.71869
H -1.44691 -0.98830 2.83434
H -0.10404 -0.90753 3.96487
H 0.78500 0.62682 2.21416
H 0.17684 -1.61467 0.27860
H 1.76386 -0.46187 -0.98624
H 1.90355 0.86038 -0.09159
O -0.41491 0.40462 -4.23642
H -1.07828 0.46186 -3.54051
H -0.93581 0.27247 -5.01287
O -0.78663 1.78370 -1.50517
H -1.16574 2.55013 -1.07619
H -0.35445 1.29893 -0.79989
*
```

***

No. 4
A 3-piece molecular cluster, C3H11NO2 overall, computed with ωB97M-V/def2-TZVPD.

Structure (ORCA input):
```
! RIJCOSX wB97M-V def2-TZVPD def2/J DEFGRID3
* xyz 0 1
C -1.51810 -1.27267 -0.73464
N -0.68741 -0.41484 -0.29490
C -1.15167 0.30699 0.91200
C -0.03384 0.77040 1.81291
H -2.18008 -1.79014 -0.03222
H -1.70448 -1.48037 -1.78245
H -1.94464 -0.24560 1.43459
H -1.62436 1.17282 0.44474
H -0.38643 1.60152 2.43102
H 0.77859 1.15014 1.19374
H 0.32215 0.03667 2.53397
O 1.97880 -2.08873 -2.02204
H 1.37153 -1.35354 -1.86547
H 1.86177 -2.65189 -1.24953
O 1.98132 2.27831 -0.96394
H 1.83055 1.35858 -1.11095
H 1.10630 2.62233 -0.70684
*
```

***

The following lowest unoccupied orbital energy values (in hartree) correspond, in order, to the records above: 0.0236, 0.0299, 0.0346, 0.0212.